# C2H5O

An isolated ion of composition C2H5O and charge +1 (wB97M-V/def2-TZVPD, OMol25).

```
8
Properties=species:S:1:pos:R:3
O -0.052 -0.191 -0.833
C 0.683 -0.535 0.293
C -0.991 0.659 -0.746
H -1.386 1.133 -1.579
H 1.816 -0.399 0.023
H 0.686 -1.653 0.621
H 0.292 0.084 1.042
H -1.145 1.010 0.260
```

Output
Molar mass ... 45.1 g mol⁻¹
Charge ... +1
Highest occupied orbital energy ... -18.45 eV
Orbital gap ... 11.24 eV
Energy relative to the best compared isomer or geometry (same formula, charge and spin) ... 0.0 kcal per mole
E_tot ... -154.069178 hartree
Strongest force on any atom ... 4.9 eV/A

***

# C16H25N3O3S

One molecule with the formula C16H25N3O3S (wB97M-V/def2-TZVPD, OMol25).

```
48
Properties=species:S:1:pos:R:3
S -0.595 1.044 1.861
O -2.427 -2.218 -1.101
O 1.227 1.936 -1.235
O 0.274 -0.623 -0.911
N -1.039 -1.239 3.060
N -2.301 -0.824 1.151
N -2.421 -0.211 -0.094
C 0.340 -0.040 -2.186
C -1.567 -3.059 4.534
C 3.039 3.637 -1.081
C 2.036 4.733 -1.428
C -1.865 -5.288 3.700
C -2.175 -0.271 -2.507
C -1.329 -2.600 3.241
C -1.835 -4.396 4.758
C -1.322 -0.444 2.002
C -1.327 -3.504 2.180
C -2.304 -1.016 -1.197
C 2.309 2.426 -0.475
C -0.972 0.674 -2.552
C -1.603 -4.838 2.417
C 1.503 0.967 -2.222
C 3.882 3.267 -2.301
H -0.545 -0.779 3.813
H -1.077 -3.185 1.179
H -2.037 0.731 -0.081
H -1.602 -5.530 1.588
H 1.493 5.045 -0.539
H -1.103 1.511 -1.864
H 0.530 -0.860 -2.886
H 3.714 4.005 -0.300
H -2.081 -6.331 3.876
H -1.542 -2.361 5.358
H 0.351 0.105 -0.268
H -0.879 1.083 -3.559
H -3.092 0.298 -2.670
H 3.250 2.992 -3.141
H -2.088 -1.023 -3.293
H -2.599 -1.795 1.110
H 3.029 1.620 -0.274
H 1.857 2.729 0.476
H 1.317 4.361 -2.153
H 4.545 2.434 -2.076
H 2.544 5.597 -1.850
H 4.493 4.116 -2.601
H -2.022 -4.741 5.764
H 1.574 1.422 -3.219
H 2.441 0.444 -2.003
```

Output
Molar mass ... 339.5 g mol⁻¹
Highest occupied orbital energy ... -8.48 eV
Orbital gap ... 9.12 eV
Energy relative to the best compared isomer or geometry (same formula, charge and spin) ... 51.1 kcal per mole
E_tot ... -1412.857331 hartree
Strongest force on any atom ... 0.7 eV/A
Structure (SMILES) ... CC(C)COC[C@@H](O)CCC(=O)NNC(=S)Nc1ccccc1

***

# C2H7NS2

A 2-piece molecular cluster, C2H7NS2 overall (wB97M-V/def2-TZVPD, OMol25).

```
12
Properties=species:S:1:pos:R:3
S -0.475 -2.292 -1.250
S -2.412 -3.414 -0.660
N 0.462 0.754 1.502
C 0.600 1.381 -0.801
C 1.163 1.257 0.407
H 1.149 1.854 -1.597
H -0.530 0.846 1.382
H -2.604 -2.804 0.516
H -0.426 1.069 -0.948
H -0.001 -0.999 -1.425
H 2.240 1.346 0.474
H 0.835 1.002 2.400
```

Output
Molar mass ... 109.2 g mol⁻¹
Charge ... -1
2S+1 ... 2
Highest occupied orbital energy (alpha / beta) ... -1.44 / -2.89 eV
Orbital gap (alpha / beta) ... 4.99 / 6.43 eV
Energy relative to the best compared isomer or geometry (same formula, charge and spin) ... 16.8 kcal per mole
E_tot ... -931.485118 hartree
Strongest force on any atom ... 2.3 eV/A

***

# C6H10O

One molecule with the formula C6H10O (wB97M-V/def2-TZVPD, OMol25).

```
17
Properties=species:S:1:pos:R:3
O -1.702 -1.390 0.370
C 1.827 0.550 0.069
C -1.438 0.957 0.383
C 1.167 -0.602 -0.617
C -0.222 -0.465 -1.404
C -1.260 -0.284 -0.300
C 1.327 -0.689 0.770
H 1.187 1.434 0.395
H 2.087 -1.304 1.210
H -0.553 1.415 0.618
H -2.020 0.813 1.233
H -1.104 -2.087 0.119
H -0.154 0.406 -2.191
H -1.884 1.623 -0.263
H 0.502 -0.663 1.514
H 2.842 0.756 0.125
H -0.485 -1.448 -1.778
```

Output
Molar mass ... 98.1 g mol⁻¹
Highest occupied orbital energy (alpha / beta) ... -6.68 / -7.88 eV
Orbital gap (alpha / beta) ... 6.82 / 8.81 eV
Energy relative to the best compared isomer or geometry (same formula, charge and spin) ... 117.5 kcal per mole
E_tot ... -309.655173 hartree
Strongest force on any atom ... 3.7 eV/A

***

# C2H4BFO2

A 2-piece molecular cluster, C2H4BFO2 overall (wB97M-V/def2-TZVPD, OMol25).

```
10
Properties=species:S:1:pos:R:3
F 1.266 1.585 -0.205
O 2.232 -0.327 0.498
O -1.655 0.998 0.919
C 1.658 0.703 0.816
C -1.238 -0.893 -0.930
B -1.585 0.046 0.039
H -1.732 -1.558 -1.448
H -0.096 -0.748 -1.163
H 2.519 -0.646 -0.393
H -1.368 0.840 1.866
```

Output
Molar mass ... 89.9 g mol⁻¹
Highest occupied orbital energy ... -8.26 eV
Orbital gap ... 8.64 eV
Energy relative to the best compared isomer or geometry (same formula, charge and spin) ... 117.7 kcal per mole
E_tot ... -353.684407 hartree
Strongest force on any atom ... 6.4 eV/A

***

# C44H58N2O3PtSi4Te

C44H58N2O3PtSi4Te as an isolated structure (wB97M-V/def2-TZVPD, OMol25).

```
113
Properties=species:S:1:pos:R:3
Pt 0.049 0.261 0.590
Te 2.684 0.834 1.402
Si -0.381 -0.914 4.302
Si 1.024 -3.428 1.858
Si -2.546 -2.713 1.706
Si -0.477 -1.606 2.051
O -0.550 2.298 -0.478
O -3.501 4.495 -1.748
O -1.534 1.888 1.928
N 1.215 0.142 -1.321
N -2.174 0.243 -0.300
C -2.371 -0.225 -1.527
C -3.013 5.022 0.979
C 1.067 0.248 4.630
C -1.305 4.083 -3.518
C 3.406 -0.295 -0.277
C -1.373 5.774 2.566
C -0.691 5.106 0.367
C -2.764 -4.132 2.932
C -0.143 -2.376 5.473
C 1.312 0.942 -2.329
C 0.801 -4.948 2.956
C -0.409 3.531 -4.432
C -1.930 -0.004 4.868
C -2.865 1.498 1.669
C -3.101 1.012 0.263
C -4.273 1.339 -0.406
C 3.533 1.651 -3.207
C -2.372 4.323 -1.327
C 3.326 2.620 0.467
C 2.437 -0.206 -4.273
C -0.370 5.592 1.623
C 2.455 0.777 -3.291
C 2.909 4.654 -0.735
C -4.152 -1.744 1.938
C -1.332 3.697 -2.194
C -4.484 0.849 -1.683
C 5.168 3.936 -0.358
C 4.596 1.527 -4.090
C -0.483 2.658 -1.702
C 0.933 -4.126 0.095
C 0.403 2.048 -2.651
C 2.791 -2.875 2.232
C -0.349 3.997 -5.861
C 4.271 4.852 -0.892
C 2.430 3.540 -0.054
C 2.265 -0.861 -1.097
C -2.597 -3.432 -0.051
C -2.009 4.805 0.043
C -3.515 0.044 -2.259
C 4.697 2.826 0.326
C 0.422 2.528 -3.969
C 4.579 0.543 -5.067
C -2.693 5.492 2.243
C 3.497 -0.321 -5.160
H 0.658 5.822 1.868
H 3.531 2.432 -2.456
H 2.913 -2.666 3.296
H 0.076 4.952 -0.376
H -2.011 4.841 -3.840
H -5.383 1.108 -2.227
H 5.434 2.209 -4.018
H -4.961 -2.481 1.910
H 4.013 0.408 -0.845
H -1.836 0.205 5.938
H 1.116 0.470 5.699
H -3.710 -4.631 2.706
H -0.417 3.160 -6.558
H 4.635 5.718 -1.428
H 3.088 -1.981 1.686
H 1.680 -5.587 2.836
H 0.710 -4.702 4.012
H -2.549 -4.521 -0.027
H 0.943 1.193 4.097
H 2.654 -1.275 -2.030
H -1.127 6.141 3.554
H 5.401 2.115 0.742
H 5.405 0.451 -5.758
H 6.234 4.088 -0.468
H 1.366 3.366 0.037
H -4.037 4.814 0.698
H -0.069 -2.009 6.499
H -4.211 -1.237 2.901
H 2.024 -0.187 4.336
H 0.091 -4.815 0.021
H 1.107 2.078 -4.677
H -1.566 -0.823 -1.938
H 3.491 -3.671 1.966
H 1.839 -4.687 -0.149
H -4.995 1.989 0.069
H -1.268 2.486 1.207
H 0.773 -2.922 5.251
H -3.473 5.643 2.978
H -2.836 -0.595 4.729
H -3.554 2.323 1.870
H -1.169 4.678 -6.080
H -0.067 -5.542 2.674
H 3.476 -1.085 -5.926
H -3.525 -3.152 -0.553
H -1.973 -4.877 2.896
H -0.971 -3.087 5.432
H -2.046 0.945 4.346
H -4.346 -1.022 1.149
H -2.827 -3.763 3.958
H 2.214 5.364 -1.165
H 0.584 4.524 -6.072
H -3.100 0.690 2.363
H 1.590 -0.877 -4.345
H 0.782 -3.366 -0.668
H -1.769 -3.078 -0.663
H 4.049 -1.091 0.091
H 1.799 -1.671 -0.541
H -3.628 -0.350 -3.258
```

Output
Molar mass ... 1098.0 g mol⁻¹
2S+1 ... 3
Highest occupied orbital energy (alpha / beta) ... -6.12 / -7.46 eV
Orbital gap (alpha / beta) ... 6.24 / 7.22 eV
Energy relative to the best compared isomer or geometry (same formula, charge and spin) ... 0.0 kcal per mole
E_tot ... -3592.052086 hartree
Strongest force on any atom ... 0.5 eV/A